Entry from the OMol25 dataset: a molecular structure, C14H46BInO14 in a non-equilibrium geometry (ωB97M-V/def2-TZVPD).

```
76
Properties=species:S:1:pos:R:3
In 3.25862 -3.87414 0.27949
B 0.84037 0.10500 0.27961
H 0.14460 -0.62104 0.67079
H 1.15735 -0.15122 -0.71945
H 0.40689 1.09275 0.30546
H 1.72376 0.07989 0.89868
C 2.64748 7.54478 2.69862
C 1.82014 6.28169 2.44570
O 2.63928 5.13091 2.62522
O 2.08306 8.76552 2.34683
H 3.65145 7.45849 2.28303
H 2.78405 7.52051 3.77975
H 1.44040 6.25878 1.42424
H 0.95978 6.13123 3.09779
H 2.24530 4.45348 2.07072
H 2.78195 9.39348 2.54384
C 0.53508 -3.17166 5.28454
C 1.48217 -2.02984 5.21595
O 2.75481 -2.46492 4.80450
O 0.25224 -3.60610 3.97680
H -0.41118 -2.82023 5.69588
H 0.84325 -4.05747 5.83992
H 1.47246 -1.57463 6.20631
H 1.10183 -1.35124 4.45244
H 3.22424 -2.82006 5.56287
H -0.68211 -3.82457 4.00617
C -6.50353 -5.49673 -0.05855
C -6.31573 -3.98959 0.30203
O -4.96167 -3.77441 0.50409
O -6.68954 -6.31185 1.08737
H -5.72934 -5.80732 -0.76015
H -7.44515 -5.53431 -0.60630
H -6.90803 -3.60981 1.13452
H -6.69835 -3.40184 -0.53240
H -4.94940 -2.88136 0.85608
H -7.04687 -7.14326 0.76696
C -0.07105 -2.90231 -4.28888
C -0.81544 -4.07601 -3.56286
O -0.63351 -3.93213 -2.12197
O 1.31883 -2.88555 -3.90774
H -0.52681 -1.94121 -4.05083
H -0.11886 -3.04410 -5.36856
H -0.44923 -5.05009 -3.88714
H -1.86886 -3.98838 -3.82884
H -1.48546 -3.74121 -1.72282
H 1.86083 -3.14774 -4.65546
C 6.66543 -0.43407 -2.50564
C 7.55848 -1.56249 -2.96495
O 6.85613 -2.81493 -2.99416
O 6.38868 -0.66467 -1.15083
H 5.72541 -0.44537 -3.05731
H 7.13623 0.53944 -2.64241
H 8.50151 -1.66787 -2.42858
H 7.75936 -1.45182 -4.03055
H 7.22428 -3.32138 -3.72188
H 6.80446 0.06829 -0.69093
C -6.18214 2.21910 1.56308
C -4.72375 2.16348 1.14152
O -4.10200 0.99144 1.63484
O -6.90718 1.39023 0.63449
H -6.66988 3.17545 1.37440
H -6.35433 2.03340 2.62324
H -4.25444 3.11135 1.40496
H -4.58668 2.07560 0.06374
H -3.24915 0.88427 1.20731
H -7.58385 0.94060 1.14592
C 1.68874 3.91625 -3.36661
C 0.17821 4.22104 -3.16793
O -0.54804 3.06688 -2.85423
O 2.28636 3.41966 -2.25442
H 2.14801 4.88167 -3.57908
H 1.83862 3.18962 -4.16515
H -0.36813 4.60539 -4.02926
H 0.00867 5.00304 -2.42777
H -0.11746 2.62179 -2.12068
H 1.75833 2.65438 -2.01538
```

Calculated values
Energy relative to the best compared isomer or geometry (same formula, charge and spin) (kcal per mole): 155.4
LUMO level (eV): -12.1
Highest occupied orbital energy (eV): -13.662
E_tot (eV): -49747.0703
Multiplicity: 1
Charge: +2

Partial atomic charges computed with the Mulliken method, in multiples of e:
1. In 0.99
2. B 0.22
3. H -0.07
4. H -0.12
5. H -0.19
6. H -0.04
7. C -0.35
8. C -0.23
9. O -0.46
10. O -0.46
11. H 0.31
12. H 0.27
13. H 0.25
14. H 0.28
15. H 0.30
16. H 0.35
17. C -0.29
18. C -0.41
19. O -0.50
20. O -0.49
21. H 0.34
22. H 0.26
23. H 0.32
24. H 0.21
25. H 0.33
26. H 0.33
27. C -0.41
28. C -0.40
29. O -0.44
30. O -0.47
31. H 0.29
32. H 0.32
33. H 0.36
34. H 0.32
35. H 0.30
36. H 0.33
37. C -0.33
38. C -0.31
39. O -0.48
40. O -0.49
41. H 0.20
42. H 0.35
43. H 0.24
44. H 0.32
45. H 0.31
46. H 0.32
47. C -0.41
48. C -0.33
49. O -0.54
50. O -0.51
51. H 0.20
52. H 0.38
53. H 0.24
54. H 0.32
55. H 0.33
56. H 0.32
57. C -0.45
58. C -0.29
59. O -0.44
60. O -0.50
61. H 0.30
62. H 0.35
63. H 0.31
64. H 0.29
65. H 0.29
66. H 0.31
67. C -0.26
68. C -0.37
69. O -0.39
70. O -0.37
71. H 0.32
72. H 0.28
73. H 0.35
74. H 0.25
75. H 0.27
76. H 0.24



Entry from the OMol25 dataset: 2 unconnected molecules or ions with the total composition C2HN4 in a non-equilibrium geometry (ωB97M-V/def2-TZVPD).

```
7
Properties=species:S:1:pos:R:3
C 0.01418 -1.87923 0.44896
C -0.71565 -0.87590 -0.14736
N 0.52729 -2.81071 0.84142
N 1.09855 1.82727 -0.10098
N 1.81209 2.61667 0.07345
N -1.26727 0.09508 -0.42183
H -1.46920 1.02682 -0.69366
```

Calculated values
Energy relative to the best compared isomer or geometry (same formula, charge and spin) (kcal per mole): 5.7
LUMO level (eV): -7.4
Highest occupied orbital energy (eV): -18.899
E_tot (eV): -8040.5207
Multiplicity: 1
Charge: +1

Partial atomic charges computed with the natural (NBO) method, in multiples of e:
1. C 0.07
2. C 0.63
3. N 0.08
4. N -0.11
5. N 0.11
6. N -0.29
7. H 0.51



Entry from the OMol25 dataset: a single CHNO2S molecule in a non-equilibrium geometry (ωB97M-V/def2-TZVPD).

```
6
Properties=species:S:1:pos:R:3
C 0.59470 1.42137 0.11289
N 0.50784 0.13188 -0.12939
O 1.13016 -1.31880 -0.55233
O -2.00940 1.17487 -0.24916
S -1.03155 0.60123 0.64924
H 0.80826 -2.01055 0.16875
```

Calculated values
Energy relative to the best compared isomer or geometry (same formula, charge and spin) (kcal per mole): 127.6
LUMO level (spin up / spin down) (eV): -1.5 / -1.5
Highest occupied orbital energy (spin up / spin down) (eV): -9.536 / -9.536
E_tot (eV): -17466.6411
Multiplicity: 1
SMILES: O=S1#CN1O

Partial atomic charges computed with the natural (NBO) method, in multiples of e:
1. C 0.07
2. N -0.39
3. O -0.52
4. O -0.88
5. S 1.23
6. H 0.49



Entry from the OMol25 dataset: a single C18H30O2 molecule (ωB97M-V/def2-TZVPD).

```
50
Properties=species:S:1:pos:R:3
C -4.30115 -0.74530 -0.21450
C -4.04480 0.12338 1.01142
C -3.97327 1.61840 0.69256
C -2.85844 2.02076 -0.27424
H -2.92228 3.09838 -0.44550
H -3.00548 1.53223 -1.23854
C -1.45700 1.68780 0.25063
C -0.39652 2.18027 -0.68842
C 0.07790 1.53351 -1.74280
C -0.32411 0.16922 -2.21936
C 0.88092 -0.70702 -2.40278
C 1.03279 -1.96373 -2.01650
C 0.04656 -2.82989 -1.28448
C 0.73754 -3.52252 -0.14627
C 0.64812 -3.23265 1.14274
C -0.17177 -2.15212 1.77477
H -0.73283 -2.57461 2.61346
H -0.88985 -1.74652 1.06231
C 0.71225 -1.01196 2.29646
C 1.53049 -0.38030 1.17434
H 0.88432 -0.16910 0.32380
C 2.19570 0.92242 1.60875
C 2.96442 1.54882 0.47598
O 3.49274 0.96774 -0.43174
O 3.01417 2.88551 0.59246
H 3.52230 3.26843 -0.14010
H 2.90239 0.73533 2.42213
H 1.46007 1.64538 1.96313
H 2.29481 -1.07725 0.82975
H 1.38076 -1.39346 3.07148
H 0.07189 -0.25266 2.75267
H 1.23743 -3.80931 1.84540
H 1.40058 -4.32239 -0.45230
H -0.32897 -3.58989 -1.97901
H -0.80449 -2.24875 -0.93575
H 1.97129 -2.45782 -2.23332
H 1.70243 -0.22395 -2.91568
H -1.04578 -0.28518 -1.54334
H -0.81305 0.28381 -3.19570
H 0.84075 2.00532 -2.34945
H -0.02320 3.17469 -0.47958
H -1.32378 2.15876 1.22724
H -1.36942 0.61000 0.38392
H -4.92922 1.92972 0.26355
H -3.84030 2.16514 1.62989
H -3.12243 -0.19627 1.50007
H -4.85659 -0.03091 1.72676
H -3.47419 -0.68997 -0.91792
H -4.42513 -1.78550 0.07948
H -5.20561 -0.42340 -0.72629
```

Calculated values
Energy relative to the best compared isomer or geometry (same formula, charge and spin) (kcal per mole): 1.3
LUMO level (eV): 0.8
Highest occupied orbital energy (eV): -9.064
E_tot (eV): -23247.2625
Multiplicity: 1
SMILES: CCCCC/C=C\C/C=C\C/C=C\CCCCC(=O)O

Partial atomic charges computed with the natural (NBO) method, in multiples of e:
1. C -0.61
2. C -0.40
3. C -0.39
4. C -0.38
5. H 0.21
6. H 0.20
7. C -0.46
8. C -0.19
9. C -0.16
10. C -0.49
11. C -0.17
12. C -0.17
13. C -0.49
14. C -0.17
15. C -0.18
16. C -0.43
17. H 0.21
18. H 0.19
19. C -0.39
20. C -0.40
21. H 0.21
22. C -0.51
23. C 0.81
24. O -0.60
25. O -0.69
26. H 0.49
27. H 0.23
28. H 0.22
29. H 0.23
30. H 0.20
31. H 0.20
32. H 0.20
33. H 0.20
34. H 0.22
35. H 0.21
36. H 0.20
37. H 0.20
38. H 0.20
39. H 0.23
40. H 0.20
41. H 0.20
42. H 0.21
43. H 0.20
44. H 0.20
45. H 0.20
46. H 0.19
47. H 0.20
48. H 0.20
49. H 0.21
50. H 0.20



Entry from the OMol25 dataset: a molecular structure, C20H34CeClIN3O4 in a non-equilibrium geometry (ωB97M-V/def2-TZVPD).

```
64
Properties=species:S:1:pos:R:3
O -1.27111 1.38211 -0.14127
C -0.50688 2.24535 -0.76108
C -0.94501 2.55879 -2.18420
C -1.60740 1.58368 -2.91681
H -1.70719 0.58380 -2.48222
C -2.11322 1.86521 -4.18364
H -2.59634 1.06441 -4.71882
C -1.98174 3.14632 -4.71025
H -2.38801 3.37077 -5.69550
C -1.33452 4.13187 -3.96281
H -1.23260 5.13382 -4.36897
C -0.81893 3.84923 -2.69706
H -0.31584 4.61338 -2.09513
H -0.40663 3.18445 -0.18369
C 1.96882 2.34939 0.52643
C 1.29386 1.70857 -0.67558
H 2.67854 3.09321 0.14143
H 2.54344 1.65254 1.16009
H 1.24327 2.89526 1.15807
C 1.90159 1.60687 -1.89053
C 3.35010 1.84888 -2.15851
H 1.30125 1.45846 -2.79083
H 3.50338 2.71724 -2.81850
H 3.80464 1.00869 -2.69704
H 3.96014 2.03558 -1.26277
Ce 0.91220 -0.51757 0.04248
Cl 3.45079 -0.95030 -0.22178
C 1.72102 -3.71917 0.21790
O 1.08354 -2.85794 0.87657
N 2.28629 -4.81439 0.70944
C 2.19488 -5.20438 2.11825
C 3.15212 -5.65421 -0.11472
H 1.86985 -3.58313 -0.87034
H 1.57001 -4.49052 2.65964
H 3.20436 -5.24599 2.55538
H 1.76836 -6.21900 2.19097
H 3.16757 -5.24537 -1.12818
H 2.77216 -6.67988 -0.13477
H 4.17131 -5.66430 0.29134
H -5.41151 -0.32793 -0.87958
H -4.67229 -2.65169 -1.02352
C -4.37050 -0.05896 -1.09456
C -3.60620 -2.41753 -0.96337
N -3.46856 -1.04236 -0.51259
H -4.14455 0.92423 -0.66633
C -2.56741 -0.68049 0.40500
O -1.52704 -1.30977 0.68530
H -3.11513 -3.09155 -0.26191
H -2.81735 0.27028 0.90506
H -4.24658 -0.01673 -2.18343
H -3.16333 -2.53541 -1.95635
H 1.23483 0.12983 5.71135
H -1.19344 1.31407 5.91119
C 1.37835 0.90771 4.95014
C -0.90616 1.88852 5.01881
N 0.11774 1.17960 4.26061
H 2.13579 0.58993 4.23353
C -0.13454 0.74033 3.03393
O 0.72760 0.14589 2.31337
H -1.78298 2.03137 4.37583
H -1.14991 0.93623 2.64652
H 1.69619 1.82328 5.46202
H -0.52566 2.86776 5.34387
I -0.13539 -1.85835 -2.49787
```

Calculated values
⟨S²⟩: 0.751
LUMO level (spin up / spin down) (eV): 0.2 / 0.2
Highest occupied orbital energy (spin up / spin down) (eV): -7.495 / -7.499
E_tot (eV): -67507.4039
Multiplicity: 2

Partial atomic charges computed with the Mulliken method, in multiples of e:
1. O -0.56
2. C -0.21
3. C -0.36
4. C 0.53
5. H 0.16
6. C -0.89
7. H 0.45
8. C -0.50
9. H 0.37
10. C -0.62
11. H 0.38
12. C -0.27
13. H 0.38
14. H 0.48
15. C -1.55
16. C 1.21
17. H 0.53
18. H 0.30
19. H 0.31
20. C -0.23
21. C -1.66
22. H 0.47
23. H 0.41
24. H 0.32
25. H 0.34
26. Ce 0.97
27. Cl -0.56
28. C 0.52
29. O -0.73
30. N 0.20
31. C -0.91
32. C -0.90
33. H 0.08
34. H 0.24
35. H 0.31
36. H 0.33
37. H 0.27
38. H 0.32
39. H 0.31
40. H 0.37
41. H 0.35
42. C -1.02
43. C -0.93
44. N 0.29
45. H 0.33
46. C -0.10
47. O -0.66
48. H 0.26
49. H 0.55
50. H 0.30
51. H 0.26
52. H 0.32
53. H 0.33
54. C -0.96
55. C -0.90
56. N 0.21
57. H 0.27
58. C 0.83
59. O -0.59
60. H 0.28
61. H -0.17
62. H 0.34
63. H 0.32
64. I -0.52



Entry from the OMol25 dataset: 2 unconnected molecules or ions with the total composition C2H12NSi2 (ωB97M-V/def2-TZVPD).

```
17
Properties=species:S:1:pos:R:3
C 1.43644 1.59380 0.27612
C 2.14238 0.71977 -0.42928
N -3.19088 -0.66550 0.04977
Si 2.62509 -1.02511 0.10437
Si -1.47566 0.24713 -0.16975
H 1.22756 2.59570 -0.07252
H 1.10581 1.37127 1.27710
H 2.48632 1.02666 -1.40844
H -3.57727 -0.52295 0.98717
H -3.09826 -1.67649 -0.06961
H -3.89300 -0.35175 -0.62375
H 1.97974 -1.30132 1.38822
H 2.04334 -1.91725 -0.90390
H 4.07191 -1.13200 0.17749
H -1.93583 1.61430 0.01683
H -0.79190 -0.41387 0.92609
H -1.15580 -0.16238 -1.52589
```

Calculated values
Energy relative to the best compared isomer or geometry (same formula, charge and spin) (kcal per mole): 24.3
LUMO level (eV): -4.0
Highest occupied orbital energy (eV): -13.538
E_tot (eV): -19506.0480
Multiplicity: 1
Charge: +1

Partial atomic charges computed with the natural (NBO) method, in multiples of e:
1. C -0.41
2. C -0.57
3. N -1.02
4. Si 0.85
5. Si 1.02
6. H 0.21
7. H 0.19
8. H 0.23
9. H 0.44
10. H 0.44
11. H 0.44
12. H -0.17
13. H -0.16
14. H -0.13
15. H -0.12
16. H -0.13
17. H -0.12